43
Properties=species:S:1:pos:R:3:forces:R:3:lowdin_charge:R:1 method="wB97M-V/def2-TZVPD" homo_ev=-12.37 mol_weight_da=220.2 spin_multiplicity=1 total_charge=+1 fmax_ev_per_a=1.43 e_lumo_ha=-0.20408 e_tot_ev=-17115.0006
C -2.48147 4.19385 7.20704 0.781 0.499 0.671 -0.048
C -3.17179 4.95375 6.15193 -1.332 -0.108 -0.503 0.073
C -4.35919 4.69571 5.45214 0.258 -0.030 0.126 -0.099
C -4.84445 5.67518 4.49501 -0.320 0.222 -0.015 -0.163
C -4.14759 6.98837 4.32257 0.149 0.390 -0.329 -0.035
C -5.99592 5.43457 3.76257 0.552 0.579 0.024 0.019
C -6.72862 4.25104 3.90163 0.148 0.035 -0.178 -0.200
C -7.92464 3.99694 3.03946 -0.103 -0.225 0.142 -0.013
C -6.30781 3.31022 4.84714 0.218 -0.303 0.327 0.020
C -5.17322 3.50448 5.62190 -0.237 -0.098 0.108 -0.144
C -4.85634 2.48871 6.66540 -0.126 -0.644 0.124 -0.025
H -1.66411 4.84254 7.56041 -0.201 -0.448 -0.012 0.100
H -3.12642 3.99820 8.07971 0.082 -0.075 -0.422 0.104
H -2.01373 3.24530 6.88837 -0.375 0.219 -0.145 0.083
H -2.69795 5.91677 5.95093 -0.187 -0.292 -0.236 0.121
H -4.60624 7.54023 3.49102 0.235 -0.137 0.279 0.093
H -4.21737 7.62585 5.21827 -0.036 -0.293 -0.207 0.110
H -3.08301 6.84891 4.09717 -0.229 0.114 -0.035 0.097
H -6.33453 6.19992 3.05001 0.155 -0.412 0.348 0.139
H -8.36998 3.03265 3.30254 -0.036 0.228 -0.163 0.088
H -8.67756 4.78623 3.16098 0.184 -0.124 0.012 0.106
H -7.64510 3.98074 1.97681 0.016 0.032 0.263 0.108
H -6.90308 2.39384 4.97935 0.375 0.503 -0.004 0.134
H -5.61427 1.69280 6.64301 0.282 0.237 0.032 0.096
H -3.87535 2.02350 6.49550 -0.172 0.176 0.116 0.079
H -4.86507 2.91728 7.67861 0.045 -0.073 -0.336 0.101
C -0.26561 -1.17342 3.77897 -0.214 0.272 0.108 -0.032
N -1.15762 -0.00893 4.13291 -0.457 -0.381 -0.251 -0.415
C -1.75922 0.46674 2.84297 0.178 -0.180 0.325 -0.046
C -2.25472 -0.56626 4.99239 0.332 0.068 -0.274 -0.045
B -0.38379 1.20130 4.89921 0.283 0.400 0.294 -0.362
H -1.19386 2.12072 5.18963 0.110 -0.668 -0.352 0.014
H -0.90214 -1.92459 3.28074 0.379 0.181 0.162 0.100
H 0.52351 -0.83907 3.09216 -0.252 -0.046 0.353 0.107
H 0.16670 -1.59915 4.69469 -0.105 0.268 -0.329 0.106
H -2.31729 -0.36854 2.39955 0.064 0.272 -0.017 0.098
H -2.42475 1.31156 3.04248 0.170 -0.160 -0.016 0.093
H -0.94866 0.77259 2.17216 -0.248 -0.004 0.226 0.104
H -2.76253 -1.35506 4.42083 -0.012 0.164 0.266 0.099
H -1.80448 -0.98805 5.89848 -0.161 0.188 -0.231 0.106
H -2.95977 0.23079 5.25425 0.240 -0.185 -0.099 0.077
H 0.10834 0.73809 5.91256 -0.196 -0.065 -0.143 0.026
H 0.48485 1.61201 4.15232 -0.238 -0.097 -0.008 0.026